[1]
9 unconnected molecules or ions with the total composition C54H45N9O18, computed with ωB97M-V/def2-TZVPD.

For the total energy, the calculation gives -3929.75926 hartree. For the HOMO energy, the calculation gives -9.403 eV. The SMILES is O=[N+]([O-])c1ccccc1.O=[N+]([O-])c1ccccc1.O=[N+]([O-])c1ccccc1.O=[N+]([O-])c1ccccc1.O=[N+]([O-])c1ccccc1.O=[N+]([O-])c1ccccc1.O=[N+]([O-])c1ccccc1.O=[N+]([O-])c1ccccc1.O=[N+]([O-])c1ccccc1.

Last column: Mulliken charge in e.
Positions of all 126 atoms, in Å:
O 2.55 -27.47 -3.04  -0.5649
N 2.85 -27.59 -1.79  0.9321
O 3.43 -28.60 -1.28  -0.5743
C 2.49 -26.54 -0.92  0.1364
C 2.71 -26.65 0.58  -0.6842
C 2.02 -25.43 1.48  -0.2961
C 1.21 -24.32 0.78  -0.2639
C 1.24 -24.14 -0.62  -0.2781
C 1.88 -25.20 -1.45  -0.7741
H 3.07 -27.40 1.12  0.8867
H 2.05 -25.38 2.64  0.3535
H 0.65 -23.56 1.49  0.1103
H 0.85 -23.23 -0.94  0.5080
H 1.88 -25.03 -2.49  0.5896
O -7.24 -27.24 6.29  -0.5809
N -7.06 -26.63 5.23  1.0076
O -7.18 -25.46 5.04  -0.5843
C -6.44 -27.41 4.18  0.3088
C -5.42 -26.73 3.27  -1.2423
C -4.56 -27.47 2.35  -0.1421
C -4.73 -28.93 2.25  0.1073
C -5.78 -29.63 3.01  -0.7129
C -6.65 -28.95 4.18  -0.9326
H -5.24 -25.88 3.56  1.0773
H -3.75 -27.05 1.77  0.4586
H -3.99 -29.54 1.52  0.1179
H -6.07 -30.74 3.00  0.2754
H -7.37 -29.41 4.64  0.8089
O 3.13 -27.30 6.54  -0.5353
N 2.73 -27.95 5.50  0.8111
O 1.53 -28.27 5.26  -0.4879
C 3.75 -28.10 4.41  0.4784
C 3.68 -29.38 3.63  -0.5237
C 4.74 -29.61 2.55  -0.8190
C 6.02 -28.63 2.41  -0.5142
C 6.03 -27.45 3.22  -0.7014
C 4.85 -27.06 4.27  -0.8060
H 3.00 -30.16 3.65  0.5843
H 4.74 -30.31 1.89  0.6461
H 6.78 -28.81 1.74  0.4998
H 6.65 -26.77 3.10  0.6146
H 4.78 -26.26 4.83  0.6708
O -5.38 -28.19 10.23  -0.4978
N -4.14 -28.40 10.11  0.7943
O -3.34 -28.50 11.09  -0.5497
C -3.46 -28.07 8.87  0.4157
C -2.10 -27.38 8.85  -0.6180
C -1.60 -26.91 7.50  -1.2133
C -2.24 -27.58 6.28  -0.0085
C -3.41 -28.29 6.29  -0.3585
C -4.21 -28.52 7.61  -0.6809
H -1.55 -27.00 9.80  0.3229
H -0.77 -26.38 7.35  1.0269
H -1.76 -27.49 5.31  0.4033
H -3.51 -28.78 5.38  0.6353
H -5.23 -28.97 7.76  0.3273
O -5.04 -34.02 3.31  -0.5979
N -4.15 -34.38 2.45  0.9101
O -4.33 -35.21 1.64  -0.5335
C -2.85 -33.94 2.66  -0.1278
C -1.71 -33.88 1.52  -0.4090
C -0.24 -33.53 1.90  -0.4211
C 0.00 -32.93 3.34  -0.3642
C -1.01 -32.74 4.22  -0.5205
C -2.48 -33.16 3.93  -0.1828
H -1.75 -33.97 0.46  0.4986
H 0.54 -33.48 1.04  0.3223
H 0.90 -32.51 3.71  0.3888
H -0.93 -32.35 5.19  0.5610
H -3.32 -33.07 4.64  0.4785
O -1.05 -21.84 -2.38  -0.5665
N -0.47 -21.74 -3.50  0.9178
O -0.07 -20.65 -3.97  -0.5773
C -0.37 -22.92 -4.31  0.2008
C 0.45 -22.89 -5.60  -0.4857
C 0.78 -24.29 -6.22  -0.3602
C -0.01 -25.47 -5.78  -0.7116
C -0.84 -25.43 -4.62  0.0054
C -1.15 -24.12 -3.89  -0.5858
H 1.15 -22.04 -5.78  0.3497
H 1.60 -24.41 -6.98  0.3519
H -0.05 -26.27 -6.38  0.5764
H -1.48 -26.29 -4.19  0.1761
H -1.62 -24.15 -2.98  0.7005
O -3.25 -24.46 4.53  -0.5362
N -2.11 -24.07 4.46  1.0934
O -1.49 -24.10 3.43  -0.6078
C -1.47 -23.59 5.61  0.3521
C -0.28 -22.68 5.48  -0.2732
C 0.53 -22.34 6.78  -0.3242
C -0.15 -22.31 8.12  -0.3731
C -1.59 -22.77 8.26  -0.7336
C -2.10 -23.62 7.08  -0.5429
H 0.14 -22.62 4.27  0.1296
H 1.56 -21.94 6.40  0.3000
H 0.45 -21.79 8.84  0.4343
H -2.15 -22.58 9.23  0.3528
H -2.81 -24.31 7.26  0.7343
O -3.18 -34.60 -6.83  -0.5556
N -2.82 -34.22 -5.71  0.8741
O -2.24 -35.04 -5.01  -0.5674
C -3.09 -32.83 -5.26  0.0608
C -3.94 -31.82 -6.10  -0.3230
C -4.14 -30.38 -5.80  -0.4616
C -3.78 -29.98 -4.38  -0.2866
C -3.03 -30.82 -3.53  0.1480
C -2.68 -32.32 -3.84  -0.4141
H -4.17 -32.19 -7.14  0.3170
H -4.70 -29.71 -6.69  0.2494
H -3.93 -29.05 -3.91  0.5271
H -2.74 -30.59 -2.47  -0.0246
H -2.36 -33.15 -3.22  0.4481
O -2.01 -25.89 -0.92  -0.5525
N -1.81 -27.05 -0.92  1.2171
O -2.12 -27.90 -1.77  -0.5774
C -1.45 -27.70 0.33  -0.7181
C -0.82 -26.94 1.60  -1.1184
C -0.45 -27.85 2.85  0.1401
C -0.61 -29.31 2.87  -0.0196
C -1.21 -29.84 1.80  0.8141
C -1.56 -29.28 0.55  -1.5977
H -0.60 -25.97 1.72  1.4791
H 0.21 -27.17 3.74  0.0878
H -0.44 -29.85 3.91  0.2506
H -1.28 -31.01 1.84  -0.6979
H -1.95 -29.76 -0.17  1.3369



[2]
A molecular structure, C54H46GeNP2SiTeTi, computed with ωB97M-V/def2-TZVPD.

The total charge is +2. For the total energy, the calculation gives -6306.02505 hartree. For the HOMO energy (spin up / spin down), the calculation gives -13.117 / -13.115 eV. Its multiplicity is 2.

Last column: Mulliken charge in e.
Positions of all 107 atoms, in Å:
Ti -0.61 -0.12 -0.60  -1.6319
Te 3.00 -1.61 2.43  0.7216
C 4.87 -0.59 2.15  0.4354
C 4.92 0.77 1.88  0.1332
C 6.16 1.37 1.73  -0.5559
N 7.29 0.70 1.83  -0.5271
C 7.25 -0.59 2.13  -0.4576
C 6.07 -1.29 2.30  -0.5343
C 1.89 -0.16 1.33  -1.6363
P 0.15 -0.22 1.78  2.6104
C -0.25 -2.01 2.03  1.1943
C 0.14 -2.92 1.04  0.1550
C -0.15 -4.27 1.17  -0.8647
C -0.84 -4.73 2.28  -1.0261
C -1.21 -3.84 3.27  -0.9101
C -0.93 -2.48 3.15  -1.2323
C -0.03 0.50 3.44  1.4294
C -1.32 0.60 3.97  -0.8917
C -1.50 1.08 5.25  -0.6260
C -0.40 1.43 6.02  -0.8022
C 0.88 1.33 5.49  -0.7405
C 1.07 0.89 4.20  -1.1390
P 1.88 -0.29 -0.47  2.4021
C 3.56 -0.76 -0.95  0.5434
C 3.88 -2.12 -1.01  -0.3181
C 5.20 -2.50 -1.23  -0.8079
C 6.18 -1.54 -1.38  -0.7180
C 5.85 -0.19 -1.36  -0.7445
C 4.54 0.21 -1.15  -0.4820
C 1.70 1.45 -1.06  0.6798
C 1.35 1.60 -2.41  -0.5189
C 1.33 2.86 -2.99  -0.7071
C 1.68 3.97 -2.23  -0.9303
C 2.00 3.83 -0.89  -0.6501
C 2.00 2.57 -0.30  -0.6044
H 4.02 1.36 1.79  0.3063
H 6.25 2.42 1.52  0.3971
H 8.21 -1.08 2.22  0.4082
H 6.08 -2.34 2.54  0.3946
H 0.72 -2.59 0.17  -0.2764
H 0.17 -4.96 0.40  0.6163
H -1.08 -5.78 2.36  0.4612
H -1.73 -4.19 4.15  0.4634
H -1.23 -1.80 3.93  0.5369
H -2.17 0.29 3.37  0.3274
H -2.50 1.16 5.66  0.4862
H -0.55 1.79 7.03  0.4352
H 1.74 1.58 6.10  0.4896
H 2.07 0.86 3.78  0.3733
H 3.11 -2.87 -0.91  0.3673
H 5.45 -3.55 -1.29  0.5069
H 7.20 -1.84 -1.54  0.4708
H 6.62 0.56 -1.51  0.4751
H 4.28 1.26 -1.15  0.4593
H 1.16 0.73 -3.04  0.4068
H 1.09 2.98 -4.03  0.5352
H 1.71 4.95 -2.69  0.4357
H 2.28 4.69 -0.30  0.5276
H 2.24 2.46 0.75  0.1791
Ge -2.42 -1.86 -0.81  1.8905
C -3.96 -1.54 -2.00  0.0325
C -5.26 -1.85 -1.63  -0.7130
C -6.29 -1.69 -2.53  -0.7095
C -6.04 -1.19 -3.80  -0.5457
C -4.75 -0.87 -4.18  -0.6917
C -3.71 -1.04 -3.28  -0.0894
C -1.16 -2.90 -1.95  0.2176
C -1.21 -4.29 -2.09  -0.6565
C -0.28 -4.94 -2.88  -0.6645
C 0.72 -4.22 -3.52  -0.7509
C 0.78 -2.84 -3.41  -0.8421
C -0.17 -2.20 -2.63  0.0214
H -2.90 -2.83 0.27  -0.1822
H -5.45 -2.25 -0.64  0.4377
H -7.30 -1.96 -2.25  0.4500
H -6.85 -1.07 -4.50  0.4349
H -4.55 -0.49 -5.17  0.4671
H -2.69 -0.82 -3.58  0.2787
H -1.99 -4.83 -1.58  0.5204
H -0.33 -6.01 -3.00  0.4771
H 1.45 -4.74 -4.12  0.4645
H 1.54 -2.29 -3.94  0.5291
H -0.19 -1.08 -2.59  0.4349
C -0.63 5.78 -0.28  -0.5319
C -0.49 4.70 0.59  -1.0492
C -0.88 3.43 0.18  0.1134
C -1.41 3.23 -1.09  0.6191
C -1.50 4.31 -1.96  -0.5285
C -1.11 5.58 -1.56  -0.8796
Si -2.23 1.60 -1.58  1.7469
C -3.72 1.39 -0.42  0.6346
C -3.53 1.02 0.91  0.8187
C -4.58 1.06 1.82  -0.7570
C -5.83 1.46 1.40  -0.7569
C -6.05 1.79 0.07  -0.8360
C -5.00 1.76 -0.83  -0.7925
H -0.36 6.77 0.05  0.4455
H -0.10 4.85 1.58  0.5054
H -0.79 2.59 0.87  0.2958
H -1.89 4.16 -2.95  0.4943
H -1.20 6.41 -2.24  0.4987
H -2.66 1.72 -3.00  -0.3044
H -2.53 0.73 1.26  -0.4271
H -4.42 0.81 2.86  0.5145
H -6.64 1.52 2.12  0.4379
H -7.04 2.07 -0.26  0.4651
H -5.17 2.02 -1.87  0.4316



What are the ΔE to the lowest compared entry with this formula, charge and spin values for these records? In order: 814.4; 0.0 kcal/mol.